--- one ---
A 5-piece molecular cluster, C2H13NO5 overall. Source: the OMol25 dataset; level of theory: the ωB97M-V functional and the def2-TZVPD basis.

Geometry as ORCA input:
```
! RIJCOSX wB97M-V def2-TZVPD def2/J DEFGRID3
* xyz -1 2
C 0.95 -1.76 0.95
C 1.34 -0.55 0.16
N 1.19 0.64 0.79
O 1.81 -0.59 -0.98
H 1.67 -1.97 1.74
H 0.90 -2.62 0.28
H -0.10 -1.64 1.24
H 1.41 1.45 0.23
H 0.99 0.77 1.76
H 0.65 -1.56 -2.61
H 1.07 -0.26 -3.14
O 0.66 -1.08 -3.45
H -1.70 0.47 -1.68
H -1.18 -0.93 -1.29
O -1.32 -0.03 -0.95
H -2.89 0.06 2.17
H -1.54 -0.39 2.64
O -2.48 -0.45 2.88
H -0.87 2.80 -0.15
H 0.01 3.96 -0.65
O -0.58 3.70 0.06
*
```

Calculated values
LUMO (alpha / beta) ... 3.650 / 3.295 eV
HOMO level (alpha / beta) ... 0.5 / -7.0 eV

Here are the Mulliken charges for atoms 1 to 5, given in e: -1.54, -0.62, -0.21, -0.21, 0.42

***

--- two ---
A 5-piece molecular cluster, C2H13NO5 overall. Source: the OMol25 dataset; level of theory: the ωB97M-V functional and the def2-TZVPD basis.

Geometry as ORCA input:
```
! RIJCOSX wB97M-V def2-TZVPD def2/J DEFGRID3
* xyz -1 2
C 2.20 -0.23 -0.64
N 1.23 -0.84 -1.36
C 0.88 -0.34 -2.68
O 2.97 0.59 -1.12
H 2.23 -0.66 0.37
H 0.42 -1.13 -0.82
H 1.61 -0.61 -3.45
H 0.71 0.73 -2.64
H -0.06 -0.77 -2.99
H 1.44 1.22 0.98
H 1.11 2.35 2.08
O 1.07 1.42 1.84
H -2.02 0.49 1.90
H -0.78 1.41 1.63
O -1.70 1.24 1.36
H -2.53 0.16 -1.38
H -1.47 0.73 -0.35
O -1.60 0.41 -1.27
H -1.25 -2.52 2.79
H -2.69 -1.94 3.03
O -1.79 -1.72 2.73
*
```

Calculated values
LUMO (alpha / beta) ... 3.260 / 3.160 eV
HOMO level (alpha / beta) ... 0.7 / -7.2 eV

Here are the Mulliken charges for atoms 1 to 5, given in e: -0.74, -0.17, -0.94, -0.48, 0.72

***

Most stable pick: one. Distance to second place: 0.0116 hartree.

***

--- one ---
CH5O3P as an isolated structure. Source: the OMol25 dataset; level of theory: the ωB97M-V functional and the def2-TZVPD basis.

Geometry as ORCA input:
```
! RIJCOSX wB97M-V def2-TZVPD def2/J DEFGRID3
* xyz 0 1
C -0.03 0.87 -1.50
O -1.23 -1.08 -0.20
O -0.09 0.13 1.89
O 1.34 -1.05 -0.01
P 0.01 -0.19 -0.29
H 0.86 1.35 -1.88
H -0.90 1.08 -2.06
H -1.60 -0.90 0.63
H 0.22 0.79 2.49
H 1.43 -0.99 0.93
*
```

Calculated values
LUMO ... 0.395 eV
HOMO level ... -9.2 eV

Here are the Mulliken charges for atoms 1 to 5, given in e: -0.65, -0.42, -0.81, -0.43, 0.86

***

--- two ---
One molecule with the formula CH5O3P. Source: the OMol25 dataset; level of theory: the ωB97M-V functional and the def2-TZVPD basis.

Geometry as ORCA input:
```
! RIJCOSX wB97M-V def2-TZVPD def2/J DEFGRID3
* xyz 0 1
C 1.71 -0.51 -0.11
O 0.67 0.22 0.45
O -0.46 -0.44 0.00
P -1.83 0.48 0.06
O -3.00 -0.29 -0.37
H 2.71 -0.05 0.19
H 1.67 -0.41 -1.19
H 1.94 -1.53 0.06
H -1.90 0.78 1.39
H -1.50 1.75 -0.48
*
```

Calculated values
LUMO ... 0.892 eV
HOMO level ... -10.5 eV
SMILES ... COO[PH2]=O

Here are the Mulliken charges for atoms 1 to 5, given in e: -0.61, -0.23, -0.15, 0.56, -0.56

***

Most stable pick: one. Distance to second place: 0.0724 hartree.

***

--- one ---
A 2-piece molecular cluster, C3H8OS overall. Source: the OMol25 dataset; level of theory: the ωB97M-V functional and the def2-TZVPD basis.

Geometry as ORCA input:
```
! RIJCOSX wB97M-V def2-TZVPD def2/J DEFGRID3
* xyz -1 2
C 2.24 0.42 -0.49
S 3.10 0.65 1.15
H 3.01 0.21 -1.23
H 1.67 1.31 -0.72
H 1.56 -0.43 -0.41
H 2.92 -0.64 1.42
O -0.54 -1.38 0.16
C -1.25 -0.35 0.28
C -2.71 -0.13 -0.12
H -0.78 0.66 0.47
H -3.05 0.82 0.28
H -2.86 -0.25 -1.21
H -3.30 -0.89 0.42
*
```

Calculated values
LUMO (alpha / beta) ... 3.357 / 3.320 eV
HOMO level (alpha / beta) ... 0.6 / -3.1 eV

Here are the Mulliken charges for atoms 1 to 5, given in e: -0.59, -0.25, 0.34, 0.22, 0.13

***

--- two ---
A 2-piece molecular cluster, C3H8OS overall. Source: the OMol25 dataset; level of theory: the ωB97M-V functional and the def2-TZVPD basis.

Geometry as ORCA input:
```
! RIJCOSX wB97M-V def2-TZVPD def2/J DEFGRID3
* xyz -1 2
C 1.85 -0.22 -1.14
S 1.07 -1.01 0.37
H 1.11 0.34 -1.62
H 2.07 -1.01 -1.87
H 2.69 0.35 -0.83
H 2.27 -1.14 0.99
C -1.20 1.09 0.91
C -1.96 0.04 0.95
O -2.53 -0.35 -0.29
H -0.25 1.23 1.43
H -1.42 1.86 0.17
H -1.92 -0.77 1.73
H -1.77 -0.43 -0.81
*
```

Calculated values
LUMO (alpha / beta) ... 3.688 / 3.781 eV
HOMO level (alpha / beta) ... 0.8 / -4.7 eV

Here are the Mulliken charges for atoms 1 to 5, given in e: -1.76, -0.46, 0.53, 0.40, 0.62

***

Most stable pick: one. Distance to second place: 0.0552 hartree.

***

--- one ---
A 2-piece molecular cluster, CH6O2Si overall. Source: the OMol25 dataset; level of theory: the ωB97M-V functional and the def2-TZVPD basis.

Geometry as ORCA input:
```
! RIJCOSX wB97M-V def2-TZVPD def2/J DEFGRID3
* xyz 0 1
C -1.64 -0.50 0.77
Si 0.33 -0.27 0.66
O 0.99 1.02 1.07
O 0.86 -1.20 -0.47
H -1.86 0.31 0.01
H -1.88 -1.47 0.38
H -2.09 -0.32 1.78
H 1.52 -1.13 -1.21
H 1.57 1.73 -1.62
H 2.18 1.83 -1.37
*
```

Calculated values
LUMO ... -0.119 eV
HOMO level ... -10.2 eV
SMILES ... C[Si](=O)O.[H][H]

Here are the Mulliken charges for atoms 1 to 5, given in e: -0.82, 0.65, -0.55, -0.43, 0.23

***

--- two ---
A 2-piece molecular cluster, CH6O2Si overall. Source: the OMol25 dataset; level of theory: the ωB97M-V functional and the def2-TZVPD basis.

Geometry as ORCA input:
```
! RIJCOSX wB97M-V def2-TZVPD def2/J DEFGRID3
* xyz 0 1
C -0.26 0.29 -0.71
Si -0.93 -0.05 1.04
O -0.33 0.42 2.31
O -2.24 -0.99 0.91
H -0.24 1.34 -0.96
H 0.78 0.03 -0.59
H -0.64 -0.27 -1.50
H -2.58 -1.43 0.03
H 3.55 0.48 -0.23
H 2.91 0.19 -0.30
*
```

Calculated values
LUMO ... 0.050 eV
HOMO level ... -10.7 eV
SMILES ... C[Si](=O)O.[H][H]

Here are the Mulliken charges for atoms 1 to 5, given in e: -0.70, 0.79, -0.57, -0.52, 0.32

***

Most stable pick: two. Distance to second place: 0.0110 hartree.